Entry 1:
Density functional theory data (ωB97M-V/def2-TZVPD) for a 2-piece molecular cluster, C5H15NOS overall at a distorted geometry.

XYZ file:
```
23
Properties=species:S:1:pos:R:3:lowdin_charge:R:1
C 1.39 0.89 -0.17 -0.137
N 0.86 0.73 -1.53 0.124
C -0.08 -0.23 -1.97 -0.194
C -1.56 0.13 -1.40 -0.511
S -2.75 -0.90 -2.30 0.783
C 0.48 1.66 0.82 -0.233
C 0.95 1.56 2.26 -0.060
H 1.63 -0.11 0.17 0.138
H 2.30 1.47 -0.30 0.144
H 0.71 1.66 -1.92 0.176
H 0.10 -1.25 -1.67 0.137
H -0.20 -0.06 -3.04 0.130
H -1.64 -0.34 -0.41 0.062
H -1.69 1.20 -1.32 0.078
H -1.92 -1.71 -2.98 -0.121
H -0.58 1.50 0.63 0.090
H 0.43 2.64 0.31 0.121
H 0.40 2.24 2.92 0.093
H 0.55 0.65 2.71 0.089
H 2.00 1.82 2.20 0.090
H 3.00 -2.97 4.73 0.029
H 3.50 -2.15 6.01 0.033
O 2.79 -2.32 5.40 -0.062
```

Computed properties:
- Expectation value of S²: 0.76
- Charge: +1
- Kohn-Sham gap (spin up / spin down): 10.13 / 5.34 eV
- E: -19791.495 eV
- Relative energy (zero: lowest compared OMol25 entry of this formula, charge and spin): 25.7 kcal/mol
- 2S+1: 2
- Lowest unoccupied orbital energy (spin up / spin down): -3.04 / -7.77 eV

---

Entry 2:
Density functional theory data (ωB97M-V/def2-TZVPD) for an isolated ion of composition C8H11NO2P and charge -1 at a distorted geometry.

XYZ file:
```
23
Properties=species:S:1:pos:R:3:lowdin_charge:R:1
C -0.95 -1.55 -1.66 -0.170
N -1.37 -0.24 -1.36 -0.373
C -1.59 0.77 -2.40 -0.144
P -1.58 0.30 0.20 0.380
O -2.09 1.72 0.28 -0.371
O -2.33 -0.72 1.16 -0.451
C 0.11 0.16 0.89 -0.250
C 1.24 0.19 0.13 -0.107
C 2.51 0.21 0.65 -0.103
C 2.66 0.28 2.03 -0.115
C 1.51 0.33 2.82 -0.101
C 0.27 0.31 2.24 -0.100
H -0.92 -2.12 -0.76 0.063
H -1.74 -1.93 -2.38 0.086
H 0.05 -1.66 -2.24 0.090
H -2.51 1.31 -1.97 0.087
H -0.66 1.43 -2.47 0.082
H -1.77 0.59 -3.48 0.062
H 1.09 -0.09 -0.87 0.069
H 3.29 -0.13 0.00 0.088
H 3.61 0.52 2.36 0.064
H 1.74 0.31 3.89 0.094
H -0.56 0.01 2.92 0.120
```

Computed properties:
- SMILES: CN(C)[P@@](=O)([O-])c1ccccc1
- Charge: -1
- Kohn-Sham gap: 7.95 eV
- E: -23350.231 eV
- Relative energy (zero: lowest compared OMol25 entry of this formula, charge and spin): 11.1 kcal/mol
- Lowest unoccupied orbital energy: 3.57 eV

---

Entry 3:
Density functional theory data (ωB97M-V/def2-TZVPD) for a single C3H4N2O3 molecule at a distorted geometry.

XYZ file:
```
12
Properties=species:S:1:pos:R:3:lowdin_charge:R:1
N 1.62 -1.38 0.20 -0.005
C 0.48 -0.49 -0.26 -0.280
O -0.73 -1.13 -0.50 0.103
C -1.67 -0.21 -0.16 -0.379
O -2.91 -0.32 0.21 0.001
N -1.14 1.14 -0.01 0.208
C 0.18 0.87 -0.17 -0.348
O 0.95 1.96 -0.08 0.141
H 1.82 -1.36 1.33 0.141
H 1.48 -2.42 -0.40 0.180
H -1.79 1.87 0.10 0.163
H 1.71 1.47 -0.26 0.074
```

Computed properties:
- SMILES: Nc1oc(=O)[nH]c1O
- Kohn-Sham gap: 8.29 eV
- E: -12295.062 eV
- Relative energy (zero: lowest compared OMol25 entry of this formula, charge and spin): 90.7 kcal/mol
- Lowest unoccupied orbital energy: 0.28 eV

---

Entry 4:
Density functional theory data (ωB97M-V/def2-TZVPD) for a 3-piece molecular cluster, C26H42N4O4S overall at a distorted geometry.

XYZ file:
```
77
Properties=species:S:1:pos:R:3:lowdin_charge:R:1
H 4.62 2.50 -1.62 0.040
N 4.70 3.37 -1.07 0.075
C 4.02 4.31 -1.63 -0.215
C 3.28 3.97 -2.97 -0.130
N 1.88 4.47 -3.08 -0.088
C 1.60 5.62 -2.25 -0.246
C 1.79 6.97 -2.82 -0.007
C 1.49 8.17 -2.05 -0.081
C 1.00 8.11 -0.67 -0.069
C 0.81 6.78 -0.08 -0.084
C 1.11 5.58 -0.87 -0.422
S 0.85 3.90 -0.18 0.937
C 0.27 3.01 -1.67 -0.407
C -0.76 1.96 -1.60 -0.079
C -1.16 1.29 -2.84 -0.055
C -0.51 1.64 -4.12 -0.070
C 0.50 2.69 -4.15 -0.013
C 0.89 3.41 -2.93 -0.231
H 4.06 5.30 -1.14 0.118
H 3.27 2.87 -3.21 0.128
H 3.88 4.45 -3.81 0.125
H 2.14 7.02 -3.88 0.110
H 1.66 9.15 -2.55 0.094
H 0.74 9.02 -0.07 0.098
H 0.43 6.74 0.97 0.101
H -1.22 1.68 -0.62 0.086
H -1.96 0.51 -2.77 0.083
H -0.77 1.15 -5.08 0.098
H 0.98 2.95 -5.12 0.112
C -3.82 -2.71 2.81 -0.102
O -2.84 -3.17 1.90 -0.225
C -3.17 -4.40 1.28 -0.205
C -3.42 -4.20 -0.21 -0.208
N -4.66 -3.47 -0.44 -0.052
C -4.85 -3.03 -1.82 -0.196
C -3.85 -2.00 -2.38 -0.221
O -3.94 -0.72 -1.77 -0.188
C -3.17 -0.58 -0.58 -0.100
H -3.42 -1.83 3.33 0.092
H -4.73 -2.41 2.28 0.080
H -4.06 -3.47 3.55 0.089
H -4.03 -4.89 1.76 0.123
H -2.31 -5.06 1.40 0.117
H -3.49 -5.18 -0.70 0.124
H -2.56 -3.66 -0.62 0.103
H -4.67 -2.65 0.16 0.068
H -5.85 -2.59 -1.88 0.119
H -4.85 -3.91 -2.48 0.118
H -4.11 -1.84 -3.43 0.121
H -2.82 -2.37 -2.38 0.111
H -2.25 -1.18 -0.60 0.090
H -3.77 -0.82 0.30 0.078
H -2.88 0.47 -0.50 0.066
C 1.57 -0.12 1.44 -0.108
O 0.74 -0.99 2.17 -0.193
C 0.35 -2.15 1.44 -0.212
C 0.98 -3.40 2.05 -0.206
N 2.42 -3.43 1.81 -0.052
C 3.11 -4.47 2.57 -0.200
C 3.11 -4.35 4.10 -0.226
O 3.85 -3.24 4.59 -0.179
C 3.11 -2.03 4.66 -0.099
H 1.71 0.79 2.02 0.089
H 2.56 -0.57 1.27 0.081
H 1.12 0.15 0.48 0.077
H 0.59 -2.07 0.37 0.123
H -0.74 -2.24 1.53 0.097
H 0.52 -4.29 1.60 0.119
H 0.74 -3.40 3.12 0.106
H 2.81 -2.54 2.07 0.068
H 4.16 -4.46 2.24 0.117
H 2.71 -5.45 2.29 0.116
H 3.62 -5.24 4.49 0.119
H 2.10 -4.37 4.53 0.108
H 2.05 -2.19 4.87 0.089
H 3.23 -1.45 3.74 0.071
H 3.53 -1.43 5.47 0.088
```

Computed properties:
- SMILES: [H]/N=C\CN1c2ccccc2Sc2ccccc21.COCCNCCOC.COCCNCCOC
- Kohn-Sham gap: 8.75 eV
- E: -52623.187 eV
- Lowest unoccupied orbital energy: 0.66 eV

---

Entry 5:
Density functional theory data (ωB97M-V/def2-TZVPD) for C23H33Cl2LuN4O4 as an isolated structure at a distorted geometry.

XYZ file:
```
67
Properties=species:S:1:pos:R:3:lowdin_charge:R:1
O 1.98 -0.21 -1.26 -0.329
C 3.14 0.00 -0.62 -0.421
C 3.93 -1.29 -0.47 -0.203
C 3.29 -2.52 -0.33 -0.072
H 2.20 -2.54 -0.24 0.014
C 4.02 -3.71 -0.31 -0.086
H 3.49 -4.66 -0.24 0.101
C 5.42 -3.66 -0.35 -0.104
H 6.00 -4.59 -0.31 0.097
C 6.07 -2.42 -0.44 -0.092
H 7.16 -2.36 -0.44 0.095
C 5.32 -1.24 -0.52 -0.047
H 5.79 -0.26 -0.61 0.112
H 3.79 0.74 -1.15 0.128
C 2.71 2.26 0.77 -0.097
C 2.86 0.76 0.85 -0.295
H 3.46 2.81 1.36 0.084
H 1.72 2.55 1.13 0.031
H 2.84 2.59 -0.27 0.071
C 3.15 0.08 1.98 -0.149
C 3.37 0.69 3.32 -0.113
H 3.25 -1.01 1.95 0.116
H 4.39 0.57 3.71 0.082
H 2.72 0.21 4.06 0.062
H 3.15 1.76 3.33 0.060
Lu 0.11 0.14 0.42 1.206
Cl 0.00 -2.32 0.85 -0.094
Cl 0.03 0.98 2.77 -0.060
H 0.91 -3.58 -4.28 0.088
H -1.35 -3.96 -3.30 0.089
C 1.17 -3.07 -3.34 -0.027
C -1.14 -3.32 -2.44 -0.044
N -0.02 -2.44 -2.78 -0.163
H 1.92 -2.30 -3.53 0.097
C -0.05 -1.14 -2.53 -0.326
O -0.82 -0.57 -1.70 -0.199
H -2.01 -2.71 -2.19 0.085
H 0.70 -0.55 -3.10 0.127
H 1.58 -3.82 -2.66 0.095
H -0.87 -3.96 -1.58 0.074
H -1.48 5.07 -1.76 0.102
H -0.47 4.35 -4.19 0.098
C -0.48 4.78 -1.42 -0.012
C 0.40 4.00 -3.62 -0.029
N 0.04 3.69 -2.24 -0.163
H -0.52 4.47 -0.38 0.092
C 0.13 2.45 -1.77 -0.228
O -0.11 2.14 -0.56 -0.204
H 0.80 3.09 -4.09 0.093
H 0.44 1.69 -2.48 0.129
H 0.19 5.65 -1.53 0.097
H 1.17 4.78 -3.64 0.098
N -7.13 -0.40 2.84 0.168
C -6.25 0.65 2.89 -0.482
O -6.47 1.63 3.58 0.060
C -4.98 0.51 2.09 -0.110
C -4.59 -0.62 1.36 0.002
C -3.31 -0.66 0.78 -0.113
N -2.42 0.35 0.87 -0.043
C -2.84 1.48 1.50 -0.164
C -4.08 1.59 2.13 0.018
H -7.99 -0.29 3.37 0.119
H -7.03 -1.20 2.25 0.082
H -5.24 -1.48 1.25 0.103
H -2.97 -1.55 0.24 0.097
H -2.11 2.29 1.56 0.078
H -4.31 2.51 2.66 0.123
```

Computed properties:
- Kohn-Sham gap: 7.60 eV
- E: -97208.554 eV
- Relative energy (zero: lowest compared OMol25 entry of this formula, charge and spin): 0.0 kcal/mol
- Lowest unoccupied orbital energy: -0.21 eV

---

Entry 6:
Density functional theory data (ωB97M-V/def2-TZVPD) for a 6-piece molecular cluster, H12O6 overall at a distorted geometry.

XYZ file:
```
18
Properties=species:S:1:pos:R:3:lowdin_charge:R:1
O -0.15 0.51 1.23 -0.109
H -0.46 1.00 0.50 0.005
H 0.51 -0.19 0.91 0.092
O -2.35 -1.61 -2.84 -0.087
H -2.38 -2.53 -3.10 0.016
H -1.90 -1.58 -1.93 0.071
O -1.61 0.87 2.34 -0.126
H -1.77 1.00 3.32 0.088
H -1.63 1.79 2.03 0.056
O 4.15 0.35 1.46 -0.026
H 3.80 -0.29 0.92 -0.026
H 3.29 0.79 1.61 0.047
O -0.51 4.22 -1.54 -0.028
H -0.64 3.46 -0.95 0.029
H -0.76 4.96 -1.06 -0.001
O 0.71 -4.63 -1.01 -0.044
H 1.09 -3.99 -1.65 0.050
H 0.62 -4.13 -0.23 -0.006
```

Computed properties:
- SMILES: O.O.O.O.O.O
- Kohn-Sham gap: 9.52 eV
- E: -12476.553 eV
- Relative energy (zero: lowest compared OMol25 entry of this formula, charge and spin): 105.2 kcal/mol
- Lowest unoccupied orbital energy: -0.32 eV